(1)
C13H12F3N3O3 | ωB97M-V with the def2-TZVPD basis set

Structure (ORCA input):
```
! RIJCOSX wB97M-V def2-TZVPD def2/J DEFGRID3
* xyz 0 1
C 1.72 2.30 0.65
O 0.53 2.57 -0.06
C -0.20 1.40 -0.36
C -1.46 1.79 -1.06
N -1.77 3.09 -1.11
N -2.89 3.26 -1.89
C -3.40 2.02 -2.25
O -4.43 1.86 -2.86
C -2.43 1.06 -1.71
C -2.66 -0.34 -1.95
N -2.04 -1.37 -1.57
C -0.98 -1.56 -0.74
C -1.16 -1.59 0.65
C -0.11 -1.89 1.49
C 1.14 -2.17 0.94
O 2.24 -2.46 1.81
C 2.93 -1.41 2.16
F 2.21 -0.46 2.82
F 3.92 -1.75 2.96
F 3.48 -0.73 1.12
C 1.33 -2.18 -0.43
C 0.27 -1.89 -1.26
H 2.21 3.26 0.81
H 2.38 1.64 0.07
H 1.50 1.83 1.61
H 0.39 0.73 -0.99
H -0.44 0.86 0.57
H -1.12 3.84 -0.91
H -3.39 4.14 -1.91
H -3.53 -0.52 -2.58
H -2.13 -1.37 1.06
H -0.23 -1.90 2.56
H 2.30 -2.41 -0.83
H 0.40 -1.90 -2.33
*
```

SMILES = COCc1[nH][nH]c(=O)c1/C=N\c1ccc(OC(F)(F)F)cc1
LUMO energy = 0.446 eV
HOMO-LUMO gap = 8.84 eV


(2)
C13H12N2O2S2 | ωB97M-V with the def2-TZVPD basis set

Structure (ORCA input):
```
! RIJCOSX wB97M-V def2-TZVPD def2/J DEFGRID3
* xyz 0 1
O 0.72 2.20 0.73
C 1.52 2.35 -0.23
O 2.08 3.50 -0.64
C 2.97 3.17 -1.68
C 2.55 1.82 -2.29
C 1.83 1.10 -1.16
S 0.47 -0.02 -1.66
C -1.10 0.39 -0.83
N -1.77 1.43 -1.49
C -3.03 1.64 -1.02
N -3.63 1.01 -0.02
C -2.93 0.09 0.67
S -3.31 -0.88 2.17
C -1.86 -1.86 1.92
C -1.19 -1.50 0.91
C -1.72 -0.37 0.23
C 0.02 -2.33 0.61
C -0.10 -3.41 1.78
C -1.28 -2.97 2.71
H 2.99 3.98 -2.40
H 3.93 2.99 -1.12
H 1.85 2.11 -3.01
H 3.40 1.25 -2.74
H 2.54 0.56 -0.58
H -3.62 2.48 -1.62
H 0.04 -2.85 -0.31
H 0.88 -1.77 0.83
H 0.88 -3.40 2.40
H -0.25 -4.39 1.37
H -1.98 -3.74 2.78
H -0.91 -2.61 3.69
*
```

SMILES = O=C1OCC[C@@H]1Sc1ncnc2sc3c(c12)CCC3
LUMO energy = -0.011 eV
HOMO-LUMO gap = 8.73 eV


(3)
C13H12N5O3SW | ωB97M-V with the def2-TZVPD basis set

Structure (ORCA input):
```
! RIJCOSX wB97M-V def2-TZVPD def2/J DEFGRID3
* xyz 1 3
W -0.81 0.56 0.20
N -4.95 0.47 -1.56
C -3.78 0.30 -0.94
S -2.52 1.49 -1.21
N -3.57 -0.73 -0.19
N -2.37 -0.71 0.46
C -1.72 -1.85 0.53
C -0.78 -2.23 1.57
C -0.75 -3.58 1.98
C -0.02 -3.94 3.08
C 0.71 -2.99 3.79
C 0.73 -1.66 3.39
C 0.02 -1.29 2.25
O 0.08 -0.04 1.79
H -5.11 1.24 -2.17
H -5.68 -0.21 -1.41
H -2.10 -2.66 -0.10
H -1.35 -4.31 1.44
H -0.02 -4.97 3.41
H 1.28 -3.29 4.66
H 1.32 -0.92 3.91
C 3.48 1.81 -3.33
N 2.55 2.07 -2.23
C 2.64 3.16 -1.45
C 1.81 3.43 -0.40
C 0.81 2.47 -0.18
O -0.11 2.45 0.72
N 0.71 1.37 -0.97
C 1.56 1.09 -2.02
O 1.49 0.09 -2.68
H 4.18 2.64 -3.41
H 2.92 1.71 -4.26
H 4.01 0.88 -3.15
H 3.45 3.84 -1.70
H 1.90 4.31 0.21
*
```

expectation value of S² = 2.02
LUMO energy (spin up / spin down) = -4.602 / -5.048 eV
HOMO-LUMO gap (spin up / spin down) = 7.08 / 6.81 eV